# 1
61
Properties=species:S:1:pos:R:3:forces:R:3 method="wB97M-V/def2-TZVPD" charge=+4 lumo_energy_ev="-14.7 / -15.7" de_lowest_ev=1.366 spin_multiplicity=4
Re -0.1469 -0.0440 1.0795 -1.842 -0.124 -2.232
P -1.4937 1.8646 1.5122 -2.255 3.142 1.360
P -1.7209 -1.3068 2.3541 -2.452 -2.289 3.205
P 1.6027 1.2946 0.2894 3.490 2.358 -0.492
H -0.7277 -2.6027 0.0887 0.058 0.246 0.002
C 0.1652 -1.9855 0.0067 1.964 -0.152 1.826
C 1.0382 -1.8442 1.1739 -0.139 -2.475 -1.402
H 0.8121 -2.4388 2.0693 0.325 0.412 -0.291
C -2.6782 2.0686 0.1339 0.351 -0.649 -0.459
C -2.6019 2.0080 2.9827 0.120 -0.547 0.192
C -0.7790 3.5450 1.7345 0.565 -0.097 -0.198
C -1.5313 -3.1381 2.4913 0.677 -0.123 -0.439
C -1.8490 -1.0163 4.1764 0.355 0.591 -0.224
C -3.4531 -1.2440 1.7457 -0.002 0.608 -0.712
C 3.1209 0.3858 -0.2191 -0.162 -0.802 -0.015
C 2.4394 2.4640 1.4333 -0.449 -0.040 0.187
C 1.0720 2.3613 -1.1199 -0.668 -0.115 -0.206
H 0.6608 -2.0444 -0.9763 -0.315 0.676 0.528
H 2.1005 -1.6642 0.9770 -0.345 -0.037 0.293
H -3.2801 2.9729 0.2918 0.207 -0.127 0.120
H -3.3475 1.2014 0.0771 0.057 0.214 -0.049
H -2.1359 2.1634 -0.8139 -0.218 0.060 0.032
H -3.1515 2.9570 2.9083 0.183 -0.273 -0.178
H -1.9901 2.0518 3.8930 -0.176 0.029 -0.160
H -3.3232 1.1891 3.0630 0.194 0.305 0.084
H -1.6012 4.2513 1.9181 0.132 -0.316 -0.157
H -0.2107 3.8787 0.8616 -0.165 0.042 0.318
H -0.1351 3.5455 2.6240 -0.163 0.061 -0.186
H -2.5103 -3.5711 2.7335 0.239 0.256 0.032
H -0.8244 -3.3728 3.2943 -0.162 0.012 -0.108
H -1.1694 -3.6017 1.5735 -0.176 -0.168 0.187
H -2.7707 -1.4718 4.5630 0.220 0.003 -0.223
H -1.8485 0.0458 4.4324 -0.059 -0.279 0.050
H -0.9816 -1.4849 4.6593 -0.228 0.058 -0.069
H -4.0019 -2.0987 2.1607 0.253 0.192 0.049
H -3.4617 -1.3334 0.6535 -0.159 -0.039 0.107
H -3.9600 -0.3175 2.0277 0.057 -0.230 -0.111
H 3.7362 1.0383 -0.8562 -0.269 -0.065 0.204
H 2.9033 -0.5452 -0.7608 0.186 0.418 0.180
H 3.6836 0.1428 0.6940 -0.121 0.138 -0.196
H 3.2842 2.9327 0.9059 -0.272 -0.181 0.106
H 2.8171 1.8966 2.2960 0.031 0.265 -0.243
H 1.7486 3.2398 1.7788 0.354 -0.154 -0.056
H 1.9372 2.5541 -1.7706 -0.112 -0.114 0.294
H 0.6878 3.3175 -0.7402 0.194 -0.340 -0.119
H 0.2931 1.8831 -1.7389 0.327 0.331 0.237
C 1.4899 -1.1184 -4.4029 0.499 -2.267 -0.235
C 1.0050 -0.5757 -5.6130 -0.070 0.435 1.172
C 1.2704 -1.2077 -6.8334 0.825 -1.481 -1.632
C 2.0313 -2.3797 -6.8857 -0.558 0.862 -0.349
C 2.5546 -2.9070 -5.6890 0.433 -0.657 -1.331
C 2.2907 -2.2791 -4.4638 -1.173 2.144 1.689
S 1.3830 -0.2900 -2.8680 -0.133 0.812 1.000
H 0.1683 -0.4483 -2.1700 0.655 -0.352 -1.678
H 0.4665 0.3625 -5.5656 -0.090 0.006 -0.227
H 0.9062 -0.7633 -7.7612 0.020 -0.125 0.259
H 2.2488 -2.8703 -7.8382 -0.114 0.212 0.311
H 3.1929 -3.7974 -5.7099 -0.279 0.262 -0.025
H 2.7301 -2.6440 -3.5389 -0.053 -0.138 -0.239
O 1.1919 0.4859 3.8573 -2.972 -0.804 -5.289
C 0.6534 0.3047 2.8199 3.379 0.408 5.502

# 2
10
Properties=species:S:1:pos:R:3:forces:R:3 method="wB97M-V/def2-TZVPD" charge=-1 lumo_energy_ev=2.8 de_lowest_ev=0.117
C -0.3168 -2.0378 -0.1077 0.383 0.192 0.260
C 0.5292 0.8065 -0.7590 -0.393 -0.349 3.656
C 0.4863 1.4197 0.4612 -0.106 1.133 -2.332
O 0.1453 -2.1295 0.9592 0.277 -0.245 1.678
O -0.2065 -2.1254 -1.2655 -0.322 -0.277 -1.943
Br -2.4551 -0.9501 0.2566 -0.461 0.130 0.006
Br 1.7096 1.2860 1.8756 0.097 -0.418 -0.144
Br -0.6276 3.0338 0.7190 0.350 -1.132 -0.242
H 1.1009 -0.1195 -0.7934 0.336 0.443 -0.306
H -0.3654 0.8162 -1.3461 -0.161 0.524 -0.631

# 3
80
Properties=species:S:1:pos:R:3:forces:R:3 method="wB97M-V/def2-TZVPD" charge=-4 lumo_energy_ev=4.7
C -0.2613 -0.8438 1.0765 -0.143 0.556 -0.259
C -0.1637 0.5848 0.6088 -0.323 -0.368 0.699
O 0.7617 1.2844 0.8518 0.575 0.492 -0.125
N -1.2928 1.1649 -0.1538 -1.623 -0.646 -0.241
H -2.0164 0.4218 -0.3601 0.394 0.447 -0.131
H -1.8593 1.7880 0.4592 0.512 -0.027 -0.042
C -0.9073 1.8348 -1.4444 0.660 0.189 0.483
H -1.1055 -1.3979 0.6831 -0.036 0.047 -0.044
H -0.2841 -0.8474 2.1657 -0.153 -0.001 0.040
H 0.6774 -1.2821 0.7600 -0.018 -0.260 0.072
H -1.8005 2.1760 -1.9483 -0.131 -0.055 0.011
H -0.3341 1.1451 -2.0550 -0.220 -0.184 -0.075
H -0.2430 2.6634 -1.2179 -0.143 0.144 0.041
C 2.3736 -2.4244 -0.6779 -0.592 0.647 0.114
C 3.4493 -3.3110 -1.2139 0.264 -0.483 -0.199
N 3.5723 -4.4770 -0.3057 0.223 -0.141 -0.446
C 2.7877 -5.6131 -0.3371 0.410 0.459 -0.474
C 3.1108 -6.3282 0.7540 -0.548 -0.261 0.812
N 4.0339 -5.6106 1.4741 -0.114 -0.130 -0.321
C 4.3225 -4.5123 0.7763 -0.247 0.206 0.763
C 4.3872 -5.8752 2.8686 -0.689 -0.100 -0.259
H 2.1890 -1.5643 -1.3057 0.167 0.231 -0.417
H 2.6112 -2.0126 0.3058 0.122 -0.257 0.014
H 1.4215 -2.9490 -0.6175 0.141 -0.063 0.071
H 4.4344 -2.8529 -1.3018 -0.039 0.121 0.216
H 3.2257 -3.7159 -2.2009 -0.169 0.043 0.031
H 2.0901 -5.7757 -1.1366 -0.145 -0.050 0.062
H 2.6429 -7.1909 1.1912 -0.024 -0.078 -0.120
H 4.9681 -3.7277 1.1316 0.002 0.068 -0.143
H 3.5163 -6.3265 3.3435 -0.096 0.074 -0.109
H 4.5045 -4.9089 3.3476 0.502 -0.129 0.184
H 5.2151 -6.5752 2.9199 0.325 0.311 0.160
C -3.1343 -0.9622 -3.7037 0.238 -0.128 0.509
F -2.9276 -2.0447 -4.4812 0.017 -0.165 -0.013
F -2.1502 -0.1059 -3.9461 0.330 0.283 -0.181
F -4.2745 -0.4069 -4.0964 -0.542 0.243 -0.328
S -3.2171 -1.3844 -1.9112 -0.196 -0.150 -0.065
O -3.4841 -0.0959 -1.2877 0.116 -0.227 -0.144
O -4.2968 -2.3374 -1.8848 -0.125 -0.085 0.063
O -1.8985 -1.9114 -1.6264 0.270 -0.019 0.011
C -0.9252 -4.5335 1.3017 0.385 -0.682 0.268
F -1.0049 -5.8048 0.8133 0.141 0.011 -0.056
F -0.1945 -3.8393 0.4116 -0.017 -0.014 0.021
F -2.1406 -4.0569 1.3515 -0.265 0.365 -0.138
S -0.1755 -4.5586 2.9950 -1.421 0.190 1.473
O -1.1824 -5.2960 3.7328 0.229 -0.440 -0.326
O 1.0922 -5.2696 2.8913 0.873 -0.206 -0.720
O -0.1011 -3.1754 3.3768 0.714 0.139 -0.543
C -3.4180 4.6476 0.3775 0.369 0.886 0.544
F -4.0611 4.2378 -0.7181 0.019 -0.019 -0.127
F -3.0190 3.5485 1.0510 -0.048 -0.038 -0.165
F -2.3043 5.3123 -0.0025 -0.283 -0.589 -0.076
S -4.4333 5.8060 1.4512 -0.575 -0.517 -0.662
O -3.8493 5.6397 2.7520 0.403 0.089 0.624
O -4.2181 7.0821 0.8111 0.021 0.340 -0.052
O -5.7832 5.2897 1.3199 -0.103 -0.043 -0.012
C 3.0686 1.8833 -2.7513 -0.523 -0.792 -0.637
F 3.0872 2.6858 -1.7176 0.297 0.425 0.684
F 4.3282 1.4318 -2.9887 -0.028 0.188 0.213
F 2.3457 0.7834 -2.3888 0.246 -0.176 0.129
S 2.2895 2.6539 -4.2278 0.029 -0.153 -1.250
O 2.7206 1.7925 -5.3213 0.050 -0.405 0.178
O 0.8824 2.5592 -3.9278 -0.098 0.043 0.310
O 2.8806 3.9568 -4.2701 0.185 0.430 0.276
C -2.9999 1.3939 4.6798 -0.204 -0.174 -0.526
F -1.6675 1.5212 4.8327 -0.003 -0.025 0.136
F -3.5289 1.1246 5.8875 0.117 -0.142 0.390
F -3.4823 2.5644 4.2956 -0.035 0.458 0.030
S -3.4338 0.0999 3.4359 -0.252 -0.407 -0.059
O -4.8583 -0.0666 3.5949 -0.213 0.157 0.212
O -3.0357 0.7339 2.2002 0.510 0.220 -0.498
O -2.6422 -1.0416 3.8227 0.324 -0.101 0.202
C 0.9210 6.6000 -1.1844 -0.100 0.309 -0.164
F 1.9011 6.6026 -0.2533 0.053 -0.091 0.046
F 0.7368 5.3384 -1.5696 0.106 -0.108 -0.178
F -0.1997 7.0000 -0.5853 -0.135 0.175 0.190
S 1.3804 7.7501 -2.5688 -0.232 0.247 -0.158
O 2.4846 7.0457 -3.1806 0.126 0.318 0.041
O 0.1883 7.8901 -3.3868 0.120 -0.291 0.137
O 1.7076 8.9751 -1.8467 0.267 -0.138 0.028